This record from the Open Molecules 2025 dataset describes a single C14H20N2O4 molecule. The level of theory is ωB97M-V/def2-TZVPD.

## Properties
net charge = 0
frontier orbital gap = 9.88 eV
structure (SMILES) = C=CCN1C(=O)NC(=O)/C(=C(/O)CCCCCC)C1=O
M = 280.32 g mol⁻¹
calculated total energy = -956.0130 Ha
maximum force = 0.5 eV/Å

```
40
C14H20N2O4 (ωB97M-V/def2-TZVPD)
C -5.08 1.39 -1.04
C -4.03 1.62 -1.81
C -3.17 0.54 -2.39
N -1.79 0.68 -1.93
C -0.92 1.39 -2.75
O -1.25 1.85 -3.81
N 0.35 1.52 -2.26
C 0.88 1.04 -1.07
O 2.05 1.24 -0.82
C -0.08 0.33 -0.24
C 0.25 -0.17 1.02
O -0.63 -0.78 1.77
C 1.61 -0.09 1.62
C 2.46 -1.27 1.12
C 3.84 -1.30 1.76
C 3.86 -1.56 3.27
C 3.28 -2.92 3.69
C 1.84 -2.84 4.18
C -1.45 0.16 -0.71
O -2.31 -0.45 -0.06
H -5.68 2.19 -0.64
H -5.38 0.39 -0.78
H -3.72 2.63 -2.06
H -3.15 0.61 -3.48
H -3.52 -0.45 -2.07
H 1.00 2.02 -2.85
H -1.51 -0.83 1.27
H 1.49 -0.16 2.70
H 2.10 0.84 1.34
H 1.93 -2.21 1.31
H 2.58 -1.17 0.04
H 4.33 -0.34 1.56
H 4.42 -2.08 1.27
H 4.91 -1.51 3.58
H 3.34 -0.76 3.80
H 3.89 -3.33 4.50
H 3.34 -3.61 2.85
H 1.77 -2.17 5.04
H 1.16 -2.47 3.41
H 1.49 -3.82 4.49
```

Results of the natural (NBO) charge analysis, in e, for atoms 1 through 6: -0.3634, -0.1949, -0.2651, -0.4580, 0.8039, -0.6007

=====

This record from the Open Molecules 2025 dataset describes a molecular structure, C38H53N5ReSb at a distorted geometry. The level of theory is ωB97M-V/def2-TZVPD.

## Properties
net charge = +3
frontier orbital gap (spin up / spin down) = 4.48 / 4.65 eV
expectation value of S² = 0.82
2S+1 = 2
M = 887.84 g mol⁻¹
calculated total energy = -2071.0005 Ha
maximum force = 4.3 eV/Å

```
98
C38H53N5ReSb (ωB97M-V/def2-TZVPD)
Re -0.13 0.33 0.87
C -3.62 0.91 -0.10
C -3.61 -0.08 1.05
C -2.73 0.33 2.22
C -3.38 -1.50 0.56
C -4.49 -2.32 0.72
C -4.51 -3.62 0.26
C -3.40 -4.10 -0.41
C -2.23 -3.35 -0.59
C -1.19 -4.20 -1.32
C 0.31 -4.08 -1.04
C -1.52 -4.23 -2.83
C -2.22 -1.99 -0.11
N -1.11 -1.16 -0.34
C -0.43 -1.31 -1.47
C 0.82 -0.71 -1.62
C 1.80 -0.75 -2.63
C 2.84 0.06 -2.20
C 2.48 0.58 -0.93
N 1.29 0.09 -0.57
C 3.23 1.67 -0.22
C 2.72 1.90 1.20
C 4.73 1.36 -0.15
C 2.99 2.93 -1.07
H -3.66 1.93 0.28
H -4.49 0.76 -0.72
H -2.74 0.79 -0.73
H -4.63 -0.07 1.47
H -1.68 0.60 1.91
H -2.68 -0.46 2.96
H -3.14 1.23 2.68
H -5.37 -1.93 1.21
H -5.37 -4.25 0.40
H -3.43 -5.11 -0.79
H -1.42 -5.22 -0.99
H 0.74 -3.09 -1.10
H 0.82 -4.71 -1.76
H 0.53 -4.48 -0.05
H -1.41 -3.26 -3.33
H -2.54 -4.56 -3.00
H -0.85 -4.93 -3.32
H -0.85 -1.89 -2.28
H 1.75 -1.32 -3.53
H 3.76 0.23 -2.72
H 3.02 1.08 1.85
H 1.62 2.03 1.24
H 3.17 2.82 1.60
H 4.92 0.41 0.35
H 5.24 2.15 0.40
H 5.17 1.31 -1.14
H 1.92 3.13 -1.16
H 3.40 2.81 -2.06
H 3.47 3.79 -0.61
C -1.32 4.49 -0.11
C -0.91 3.27 0.41
N -0.73 2.20 -0.36
C -0.95 2.29 -1.68
C -1.42 3.46 -2.28
C -1.60 4.58 -1.46
C -1.84 3.54 -3.68
C -1.34 2.90 -4.74
C -0.10 2.12 -4.84
C 1.15 2.72 -4.62
C 2.24 1.93 -4.95
N 2.11 0.71 -5.41
C 0.90 0.20 -5.56
N -0.18 0.88 -5.27
H -1.43 5.34 0.54
H -0.75 3.16 1.48
H -0.78 1.40 -2.26
H -1.97 5.50 -1.87
H -2.70 4.18 -3.84
H -1.84 3.00 -5.70
H 1.24 3.73 -4.28
H 3.26 2.30 -4.87
H 0.79 -0.80 -5.96
C 0.31 1.89 5.03
C -0.23 0.48 4.87
Sb 0.78 -0.65 3.32
C 2.84 -0.49 4.05
C 2.95 -0.95 5.49
C 0.22 -2.70 3.75
C 0.41 -3.58 2.53
H -0.23 2.40 5.82
H 0.20 2.47 4.12
H 1.36 1.87 5.32
H -1.30 0.50 4.66
H -0.08 -0.09 5.78
H 3.13 0.56 3.97
H 3.47 -1.08 3.39
H 2.33 -0.36 6.16
H 3.98 -0.81 5.81
H 2.71 -2.00 5.61
H -0.82 -2.71 4.08
H 0.85 -3.02 4.57
H -0.21 -3.23 1.70
H 0.14 -4.61 2.77
H 1.46 -3.58 2.21
```

Results of the Mulliken charge analysis, in e, for atoms 1 through 6: 0.8008, -1.3617, 0.1814, -0.4680, 0.8724, -1.1803

=====

This record from the Open Molecules 2025 dataset describes a molecular structure, C23H35ORu at a distorted geometry. The level of theory is ωB97M-V/def2-TZVPD.

## Properties
net charge = +1
frontier orbital gap (spin up / spin down) = 4.92 / 7.09 eV
expectation value of S² = 6.03
2S+1 = 5
M = 428.60 g mol⁻¹
calculated total energy = -1067.0643 Ha
maximum force = 4.0 eV/Å

```
60
C23H35ORu (ωB97M-V/def2-TZVPD)
C 0.68 2.15 0.93
C -0.65 1.95 1.44
C -1.58 2.42 0.45
C -0.83 2.90 -0.69
C 0.58 2.73 -0.38
Ru -0.42 0.82 -0.43
C -0.53 -2.17 -1.67
C 0.72 -1.84 -0.95
H 1.34 -2.66 -0.57
C 1.19 -0.51 -0.90
H 1.40 -0.05 -1.89
H 2.05 -0.33 -0.23
C -0.57 -3.64 -2.12
H -0.48 -4.33 -1.28
H -1.50 -3.85 -2.65
H 0.27 -3.82 -2.81
C -0.65 -1.32 -2.96
H -0.61 -0.24 -2.75
H 0.18 -1.56 -3.64
H -1.60 -1.53 -3.45
C -0.99 1.33 2.75
H -0.38 0.43 2.92
H -0.82 2.02 3.58
H -2.04 1.03 2.77
C -3.06 2.45 0.62
H -3.41 1.50 1.01
H -3.37 3.24 1.33
H -3.56 2.64 -0.33
C -1.37 3.46 -1.95
H -2.40 3.12 -2.11
H -1.37 4.56 -1.94
H -0.76 3.13 -2.80
C 1.70 3.11 -1.28
H 1.52 2.74 -2.30
H 1.83 4.19 -1.34
H 2.64 2.67 -0.92
C 1.92 1.80 1.67
H 2.80 1.89 1.02
H 2.07 2.46 2.54
H 1.87 0.77 2.04
C -1.99 -0.39 -0.84
C -1.66 -1.82 -0.74
C -3.23 -0.01 -1.34
C -2.84 -2.73 -0.71
H -1.24 -1.58 0.31
C -4.27 -0.95 -1.47
H -3.39 1.00 -1.68
C -4.07 -2.27 -1.05
H -2.69 -3.76 -0.41
H -5.22 -0.67 -1.93
H -4.93 -2.94 -1.04
C 2.27 -2.08 4.27
C 2.37 -1.92 2.77
O 1.10 -1.54 2.23
H 1.96 -1.14 4.74
H 3.23 -2.39 4.69
H 1.52 -2.84 4.52
H 3.10 -1.14 2.53
H 2.70 -2.86 2.32
H 1.10 -1.69 1.27
```

Results of the natural (NBO) charge analysis, in e, for atoms 1 through 6: -0.0755, -0.0311, -0.0715, -0.0923, -0.0077, 0.9176

=====

This record from the Open Molecules 2025 dataset describes a single C4H9NO2 molecule at a distorted geometry. The level of theory is ωB97M-V/def2-TZVPD.

## Properties
net charge = 0
frontier orbital gap = 10.33 eV
structure (SMILES) = C/N=C/OCCO
M = 103.12 g mol⁻¹
calculated total energy = -362.9215 Ha
maximum force = 2.4 eV/Å

```
16
C4H9NO2 (ωB97M-V/def2-TZVPD)
C 2.12 -0.21 -1.32
N 0.80 0.12 -0.81
C 0.67 0.45 0.40
O -0.14 1.50 0.81
C -1.40 1.05 0.44
C -1.46 -0.66 0.67
O -1.53 -1.31 -0.58
H 2.30 -1.25 -1.58
H 2.23 0.38 -2.24
H 2.90 0.13 -0.63
H 1.25 0.13 1.26
H -2.17 1.72 0.88
H -1.53 0.99 -0.64
H -0.90 -1.35 1.38
H -2.43 -0.61 1.09
H -0.71 -1.11 -1.06
```

Results of the natural (NBO) charge analysis, in e, for atoms 1 through 6: -0.4223, -0.5446, 0.4543, -0.5290, -0.0845, -0.1593